{
  "formula": "C15H15ClN4O5RhS",
  "method": "ωB97M-V/def2-TZVPD",
  "homo_energy_ev": [-10.34, -10.41],
  "e_tot_ha": -2144.217705,
  "orbital_gap_ev": [4.6, 4.9],
  "max_force_ha_per_bohr": 0.0948,
  "multiplicity": 1,
  "total_charge": 1,
  "lumo_ha": [-0.212, -0.201],
  "species": ["Rh", "Cl", "S", "O", "O", "O", "O", "O", "N", "N", "N", "N", "C", "C", "C", "C", "C", "C", "C", "C", "C", "C", "C", "C", "C", "C", "C", "H", "H", "H", "H", "H", "H", "H", "H", "H", "H", "H", "H", "H", "H", "H"],
  "xyz": [[-0.24668, 0.40776, -0.12524], [-0.21728, -1.40893, -2.05901], [0.27243, 2.65486, -0.72623], [1.05150, -1.44257, -1.37376], [-0.35327, -0.05667, -2.55548], [-0.25523, -2.32449, -3.10288], [-2.26747, 1.03559, 0.32949], [-1.23914, -1.62845, -1.08753], [-1.05595, -1.24146, 3.75322], [-0.32856, -0.35526, 1.89642], [2.28240, 0.97475, -0.55267], [1.83726, 1.78516, -2.70594], [-3.80965, -0.48819, 3.23993], [3.04711, 1.15663, -4.71576], [3.97454, -0.66885, -0.10150], [-5.45223, 0.60547, 1.85414], [1.55799, 1.72201, -1.37741], [3.27112, 0.23128, -1.03879], [0.72164, -0.91375, 2.54169], [-3.10331, 0.61339, 1.17022], [2.84534, 1.06139, -3.25288], [-5.11783, -0.11504, 3.00793], [0.28120, -1.47053, 3.71112], [-1.42427, -0.56296, 2.63496], [-4.48284, 0.95685, 0.96177], [3.59960, 0.28114, -2.40896], [-2.77682, -0.15800, 2.35759], [2.27603, 0.57472, -5.22529], [4.02122, 0.76529, -4.99836], [4.41325, -0.30924, -2.79735], [5.01596, -0.81262, -0.37788], [-3.60564, -1.04864, 4.13917], [1.17778, 2.27693, -3.30115], [-5.88812, -0.37813, 3.71800], [0.80638, -1.99105, 4.48599], [3.89809, -0.28841, 0.91317], [-1.67263, -1.50891, 4.50333], [-4.71419, 1.49820, 0.05618], [-6.47954, 0.88831, 1.68708], [1.70912, -0.87047, 2.12652], [3.46945, -1.63631, -0.15011], [2.96124, 2.18918, -5.05373]],
  "atomic_forces_ev_per_a": [[-3.56, 0.59, 2.19], [0.92, -1.09, -0.54], [-0.41, -1.20, 0.75], [0.87, -0.30, 0.47], [-0.43, 1.74, 0.23], [-0.23, -0.76, -0.92], [3.78, 0.80, -2.98], [-0.80, -0.03, 1.20], [-0.45, 0.37, -0.57], [-0.54, 0.83, -1.78], [-0.77, 0.06, 0.03], [0.06, -0.33, 0.36], [-0.59, 0.16, -0.11], [-0.04, 0.00, -0.22], [0.00, -0.07, 0.09], [0.24, -0.19, 0.48], [0.90, 0.83, -0.33], [0.30, -0.13, -0.99], [0.83, -0.49, 0.98], [-1.71, -1.75, 2.92], [0.14, 0.00, 0.26], [0.15, -0.09, 0.15], [1.01, 0.23, -0.65], [-0.35, 0.20, 0.08], [0.98, -0.14, -0.32], [-0.16, 0.17, 0.45], [-0.55, 0.86, -1.20], [-0.01, -0.04, -0.02], [-0.04, 0.01, 0.00], [0.06, 0.00, -0.06], [0.02, -0.02, -0.01], [0.04, -0.10, 0.11], [0.11, 0.01, 0.03], [0.01, -0.05, 0.02], [0.08, -0.09, 0.07], [0.05, 0.01, 0.03], [0.00, 0.06, -0.13], [0.01, 0.07, -0.02], [-0.09, 0.03, -0.11], [0.14, -0.09, 0.05], [0.00, -0.10, 0.02], [0.04, 0.02, -0.01]],
  "lowdin_charge": [0.996, 0.631, 0.813, -0.365, -0.359, -0.220, -0.112, -0.311, 0.134, 0.014, 0.085, 0.141, -0.041, 0.021, 0.003, -0.066, -0.795, -0.284, -0.107, -0.341, -0.223, -0.078, -0.051, -0.226, 0.005, 0.071, -0.080, 0.114, 0.101, 0.140, 0.099, 0.102, 0.171, 0.106, 0.123, 0.090, 0.161, 0.119, 0.113, 0.096, 0.105, 0.104]
}